The following is a quantum chemistry calculation of a 9-piece molecular cluster, C34H42N4O15 overall in a non-equilibrium geometry, from the OMol25 dataset.

Geometry as ORCA input:
```
! RIJCOSX wB97M-V def2-TZVPD def2/J DEFGRID3
* xyz 0 1
O -6.747 -0.998 -2.428
C -6.073 0.052 -2.390
O -6.617 1.342 -2.540
C -5.591 2.308 -2.300
C -4.352 1.473 -1.886
O -4.784 0.111 -2.099
H -5.304 2.828 -3.214
H -5.884 3.039 -1.547
H -4.305 1.673 -0.816
H -3.380 1.700 -2.325
O -2.684 0.347 1.048
C -3.103 -0.619 1.596
O -4.277 -1.218 1.292
C -4.597 -2.276 2.177
C -3.513 -2.135 3.282
O -2.495 -1.275 2.619
H -5.466 -2.273 2.835
H -4.579 -3.244 1.677
H -3.227 -3.159 3.518
H -3.915 -1.552 4.111
O 0.277 -3.499 1.168
C 0.703 -3.543 2.311
O 1.090 -4.613 3.051
C 1.454 -4.181 4.360
C 1.516 -2.693 4.230
O 0.979 -2.367 2.938
H 0.893 -4.585 5.204
H 2.420 -4.671 4.488
H 2.583 -2.506 4.113
H 1.175 -2.132 5.100
O -0.676 1.448 -1.616
C -0.032 0.900 -0.690
O 0.760 -0.094 -0.905
C 1.449 -0.455 0.259
C 0.680 0.304 1.358
O 0.085 1.337 0.607
H 1.298 -1.479 0.601
H 2.509 -0.255 0.108
H 1.407 0.765 2.028
H -0.069 -0.360 1.788
O 5.080 -6.305 -2.878
C 4.649 -5.416 -2.093
O 4.624 -5.440 -0.671
C 4.146 -4.239 -0.241
C 3.418 -3.663 -1.390
O 4.163 -4.241 -2.499
H 3.496 -4.408 0.618
H 4.975 -3.743 0.263
H 3.507 -2.579 -1.318
H 2.378 -3.982 -1.466
C 0.641 -2.326 -4.557
C -0.252 -1.376 -3.956
C -0.707 -0.304 -4.685
N -0.124 -0.012 -5.941
C 0.859 -0.849 -6.414
C 1.175 -2.065 -5.790
H 0.982 -3.272 -4.162
H -0.568 -1.466 -2.927
H -1.300 0.489 -4.256
H 1.065 -0.642 -7.453
H 1.843 -2.661 -6.394
C -0.660 5.191 0.270
C -1.807 4.376 0.296
C -2.756 4.534 1.315
N -2.496 5.468 2.319
C -1.332 6.204 2.317
C -0.414 6.172 1.280
H 0.112 5.107 -0.481
H -2.085 3.595 -0.396
H -3.690 3.993 1.367
H -1.318 6.870 3.167
H 0.502 6.743 1.247
C -0.552 1.996 5.016
C -1.510 2.621 4.204
C -2.395 3.471 4.881
N -2.446 3.611 6.215
C -1.524 3.018 7.000
C -0.631 2.074 6.439
H 0.178 1.465 4.423
H -1.565 2.558 3.127
H -3.067 4.040 4.255
H -1.408 3.240 8.051
H 0.143 1.674 7.076
C 3.807 -0.334 -3.517
C 4.873 0.771 -3.178
C 5.707 1.061 -4.420
C 5.069 1.378 -5.638
N 4.532 1.656 -6.577
H 4.184 -1.356 -3.493
H 3.259 -0.132 -4.438
H 3.023 -0.337 -2.760
H 5.452 0.627 -2.265
H 4.245 1.656 -3.074
H 6.403 0.262 -4.677
H 6.509 1.780 -4.252
*
```

E_tot	-72607.0513	eV
lowest unoccupied orbital energy	-0.43	eV
Kohn-Sham gap	0.3204	hartree
HOMO	-9.2	eV
SMILES	O=C1OCCO1.O=C1OCCO1.O=C1OCCO1.O=C1OCCO1.O=C1OCCO1.c1ccncc1.c1ccncc1.c1ccncc1.CCCC#N

***

The following is a quantum chemistry calculation of C34H43BN4O9Rh as an isolated structure in a non-equilibrium geometry, from the OMol25 dataset.

Geometry as ORCA input:
```
! RIJCOSX wB97M-V def2-TZVPD def2/J DEFGRID3
* xyz -1 5
Rh -0.260 -0.577 0.051
C 3.155 4.143 -0.432
C 2.702 3.993 -1.900
C 3.474 2.997 -2.795
C 1.193 3.832 -2.051
C 0.662 4.844 -2.838
C -0.688 5.000 -3.074
C -1.542 4.128 -2.434
C -1.089 3.083 -1.650
C -2.216 2.315 -0.993
C -2.358 0.902 -1.535
C -2.123 2.354 0.528
C 0.315 2.827 -1.492
N 0.706 1.664 -0.868
C 1.973 1.342 -0.664
C 2.444 0.151 -0.095
C 3.781 -0.174 0.227
C 3.749 -1.432 0.807
C 2.413 -1.863 0.820
N 1.648 -0.905 0.260
C 1.874 -3.128 1.434
C 0.943 -3.839 0.447
C 3.010 -4.086 1.816
C 1.085 -2.757 2.697
H 4.211 3.901 -0.325
H 2.588 3.533 0.263
H 3.020 5.180 -0.127
H 2.933 4.971 -2.336
H 2.980 2.033 -2.875
H 4.488 2.846 -2.430
H 3.537 3.407 -3.803
H 1.336 5.561 -3.286
H -1.063 5.801 -3.694
H -2.608 4.267 -2.547
H -3.146 2.836 -1.257
H -1.601 0.235 -1.061
H -2.203 0.872 -2.612
H -3.338 0.487 -1.308
H -1.230 1.833 0.868
H -3.004 1.889 0.968
H -2.072 3.384 0.876
H 2.782 1.999 -0.918
H 4.646 0.443 0.068
H 4.593 -1.973 1.190
H 1.475 -4.080 -0.470
H 0.092 -3.200 0.191
H 0.562 -4.761 0.882
H 3.620 -4.329 0.948
H 2.581 -5.009 2.203
H 3.644 -3.660 2.591
H 0.202 -2.182 2.425
H 1.689 -2.153 3.370
H 0.764 -3.653 3.223
O -0.834 0.005 4.307
C -1.098 0.008 3.115
O -0.326 0.214 2.148
C -2.580 -0.226 2.760
C -3.519 0.254 3.643
C -4.882 0.127 3.368
C -5.292 -0.516 2.203
C -4.353 -0.975 1.289
C -2.940 -0.852 1.530
O -2.112 -1.311 0.680
N -4.805 -1.551 0.082
O -6.002 -1.858 0.012
O -4.032 -1.683 -0.872
N -5.841 0.658 4.262
O -5.446 1.278 5.252
O -7.035 0.480 4.004
H -3.199 0.741 4.553
H -6.343 -0.633 1.986
C 1.609 -1.120 -4.942
C 0.352 -1.353 -4.103
C -0.867 -0.848 -4.884
O 0.444 -0.566 -2.907
B 0.038 -1.314 -1.836
O -0.179 -2.608 -2.187
C 0.174 -2.816 -3.556
C 1.476 -3.626 -3.576
C -0.922 -3.630 -4.239
H 1.622 -0.079 -5.252
H 1.602 -1.747 -5.830
H 2.507 -1.315 -4.366
H -0.717 0.209 -5.097
H -1.766 -0.958 -4.285
H -0.985 -1.382 -5.824
H 2.257 -3.106 -3.028
H 1.801 -3.804 -4.598
H 1.299 -4.584 -3.092
H -1.901 -3.208 -4.037
H -0.911 -4.644 -3.847
H -0.745 -3.667 -5.311
*
```

E_tot	-64024.6134	eV
expectation value of S²	6.046
relative energy (zero: lowest compared OMol25 entry of this formula, charge and spin)	180.5	kJ/mol
lowest unoccupied orbital energy (spin up / spin down)	2.04 / -0.06	eV
Kohn-Sham gap (spin up / spin down)	0.1761 / 0.2164	hartree
HOMO (spin up / spin down)	-2.8 / -5.9	eV

***

The following is a quantum chemistry calculation of a 9-piece molecular cluster, C34H43BrClN8OP overall in a non-equilibrium geometry, from the OMol25 dataset.

Geometry as ORCA input:
```
! RIJCOSX wB97M-V def2-TZVPD def2/J DEFGRID3
* xyz 0 1
O 1.562 4.825 2.355
C 0.396 4.631 2.389
Br -0.260 2.800 2.625
C -0.599 5.782 2.287
P -2.381 5.515 2.682
Cl -2.998 4.248 1.162
H -0.222 6.565 2.927
H -0.589 6.163 1.281
H -2.367 4.754 3.877
C 0.448 -1.496 5.903
C -0.953 -1.373 6.107
C -1.379 -0.309 5.358
N -0.291 0.215 4.715
C 0.825 -0.503 5.038
H 1.102 -2.229 6.345
H -1.574 -1.993 6.730
H -2.358 0.118 5.229
H -0.309 1.010 4.095
H 1.787 -0.246 4.628
C -0.841 -0.396 -1.476
C -1.616 -1.187 -0.584
C -2.222 -0.330 0.294
N -1.842 0.944 -0.030
C -1.005 0.915 -1.109
H -0.240 -0.750 -2.296
H -1.715 -2.259 -0.588
H -2.887 -0.516 1.120
H -2.134 1.774 0.453
H -0.598 1.824 -1.521
C 4.403 -0.754 -2.814
C 3.775 -2.028 -2.793
C 2.528 -1.859 -2.250
N 2.380 -0.536 -1.942
C 3.515 0.145 -2.284
H 5.390 -0.524 -3.178
H 4.191 -2.960 -3.137
H 1.738 -2.565 -2.058
H 1.561 -0.129 -1.526
H 3.594 1.206 -2.122
C 4.086 -3.316 -6.743
C 2.856 -3.014 -6.100
C 1.855 -3.547 -6.867
N 2.433 -4.158 -7.948
C 3.792 -4.025 -7.878
H 5.073 -3.043 -6.409
H 2.724 -2.466 -5.182
H 0.787 -3.544 -6.739
H 1.936 -4.629 -8.679
H 4.430 -4.442 -8.639
C -4.678 6.674 7.553
C -5.982 6.111 7.505
C -6.112 5.482 6.297
N -4.939 5.646 5.612
C -4.059 6.369 6.372
H -4.246 7.238 8.362
H -6.737 6.162 8.271
H -6.933 4.936 5.867
H -4.754 5.292 4.694
H -3.074 6.604 6.009
C 3.729 -5.671 6.068
C 4.710 -5.455 5.062
C 4.327 -4.350 4.351
N 3.155 -3.892 4.886
C 2.785 -4.689 5.934
H 3.720 -6.456 6.805
H 5.593 -6.044 4.883
H 4.786 -3.853 3.514
H 2.642 -3.094 4.559
H 1.886 -4.491 6.491
C -6.300 -0.366 0.912
C -7.592 -0.960 0.885
C -7.735 -1.569 -0.332
N -6.582 -1.364 -1.040
C -5.701 -0.637 -0.290
H -5.862 0.193 1.722
H -8.330 -0.941 1.669
H -8.553 -2.127 -0.753
H -6.408 -1.698 -1.969
H -4.731 -0.375 -0.673
C 3.573 0.967 -8.696
C 4.350 1.661 -9.664
C 5.198 0.750 -10.235
N 4.963 -0.464 -9.647
C 3.974 -0.342 -8.710
H 2.808 1.382 -8.061
H 4.293 2.707 -9.912
H 5.943 0.860 -11.004
H 5.443 -1.315 -9.866
H 3.644 -1.193 -8.141
*
```

E_tot	-141775.3160	eV
lowest unoccupied orbital energy	-0.39	eV
Kohn-Sham gap	0.2792	hartree
HOMO	-8.0	eV
SMILES	O=C(Br)CPCl.c1cc[nH]c1.c1cc[nH]c1.c1cc[nH]c1.c1cc[nH]c1.c1cc[nH]c1.c1cc[nH]c1.c1cc[nH]c1.c1cc[nH]c1

***

The following is a quantum chemistry calculation of C34H43ClN10O2RbS4Sb as an isolated structure, from the OMol25 dataset.

Geometry as ORCA input:
```
! RIJCOSX wB97M-V def2-TZVPD def2/J DEFGRID3
* xyz -2 1
Rb -2.122 0.091 -0.501
C -4.879 -0.687 3.160
N -4.931 0.507 2.320
C -3.953 1.534 2.702
C -4.033 2.657 1.726
N -3.225 2.813 0.715
C -3.744 3.885 0.004
C -3.298 4.451 -1.188
C -4.024 5.505 -1.712
C -5.175 5.990 -1.069
C -5.632 5.435 0.113
C -4.897 4.374 0.633
N -5.051 3.579 1.747
C -3.641 -1.524 3.009
N -2.420 -1.069 3.007
C -1.622 -2.189 2.773
C -0.263 -2.256 2.495
C 0.262 -3.473 2.115
C -0.546 -4.615 2.016
C -1.898 -4.563 2.292
C -2.412 -3.330 2.667
N -3.714 -2.886 2.860
H -5.749 -1.304 2.925
H -4.994 -0.369 4.202
H -4.748 0.223 1.360
H -2.927 1.165 2.728
H -4.209 1.876 3.710
H -2.426 4.042 -1.680
H -3.707 5.965 -2.639
H -5.719 6.813 -1.516
H -6.525 5.807 0.599
H -5.847 3.527 2.356
H 0.331 -1.354 2.468
H 1.294 -3.526 1.792
H -0.119 -5.525 1.618
H -2.540 -5.414 2.107
H -4.514 -3.353 2.467
S -0.564 -5.367 -1.792
Sb -1.349 -3.206 -1.877
S -3.260 -2.912 -0.515
S 0.397 -1.736 -1.184
S -1.935 -2.384 -3.990
C 2.903 -1.028 1.192
C 4.096 -0.254 1.765
C 3.639 0.438 3.055
C 5.175 -1.279 2.143
C 4.683 0.796 0.777
O 5.842 1.426 1.387
C 5.195 0.276 -0.592
C 4.415 -0.661 -1.535
C 4.804 -2.128 -1.554
C 6.117 -2.582 -1.487
C 6.407 -3.939 -1.556
C 5.370 -4.845 -1.702
Cl 5.759 -6.554 -1.767
C 4.054 -4.429 -1.796
C 3.789 -3.068 -1.731
C 3.826 2.074 0.629
N 2.510 1.980 0.051
C 1.293 2.033 0.617
N 0.361 1.788 -0.275
C 1.083 1.560 -1.407
N 2.380 1.707 -1.263
H 2.431 -1.577 2.009
H 3.207 -1.771 0.461
H 2.134 -0.416 0.720
H 3.384 -0.323 3.796
H 2.739 1.036 2.901
H 4.420 1.079 3.468
H 4.737 -2.023 2.811
H 6.016 -0.822 2.674
H 5.544 -1.817 1.270
H 6.567 0.797 1.328
H 6.164 -0.194 -0.380
H 5.443 1.190 -1.138
H 4.578 -0.280 -2.547
H 3.338 -0.583 -1.386
H 6.940 -1.882 -1.381
H 7.427 -4.297 -1.498
H 3.233 -5.130 -1.908
H 2.742 -2.765 -1.781
H 4.403 2.752 -0.001
H 3.727 2.539 1.607
H 1.143 2.238 1.666
H 0.642 1.246 -2.339
C -4.622 2.778 -5.460
N -4.554 2.393 -4.072
C -3.679 1.431 -3.585
N -3.129 0.572 -4.463
O -3.431 1.409 -2.379
H -5.463 3.458 -5.597
H -4.819 1.911 -6.091
H -3.712 3.266 -5.830
H -4.701 3.115 -3.383
H -3.535 0.457 -5.374
H -2.686 -0.292 -4.086
*
```

E_tot	-118015.2190	eV
relative energy (zero: lowest compared OMol25 entry of this formula, charge and spin)	128.6	kJ/mol
lowest unoccupied orbital energy	3.28	eV
Kohn-Sham gap	0.1511	hartree
HOMO	-0.8	eV

***

The following is a quantum chemistry calculation of C34H43FN3NiO4SSeSi as an isolated structure in a non-equilibrium geometry, from the OMol25 dataset.

Geometry as ORCA input:
```
! RIJCOSX wB97M-V def2-TZVPD def2/J DEFGRID3
* xyz -1 3
Ni -0.144 -0.023 -0.302
C -2.789 4.462 -5.276
C -3.916 3.517 -4.847
C -5.228 4.237 -4.553
C -5.076 5.138 -3.334
C -4.536 4.350 -2.170
C -4.771 4.768 -0.873
C -4.259 4.046 0.195
F -4.510 4.499 1.443
C -3.516 2.909 0.011
C -3.262 2.468 -1.292
C -2.404 1.299 -1.498
O -2.109 0.541 -0.558
C -1.950 1.123 -2.856
C -2.533 1.810 -3.859
N -3.496 2.758 -3.673
C -3.770 3.192 -2.392
C -0.652 0.379 -3.157
O -0.507 -0.134 -4.269
O 0.220 0.479 -2.248
H -3.086 5.057 -6.137
H -1.908 3.879 -5.537
H -2.512 5.127 -4.461
H -4.086 2.794 -5.654
H -6.004 3.493 -4.356
H -5.526 4.814 -5.429
H -6.039 5.573 -3.061
H -4.403 5.970 -3.564
H -5.337 5.669 -0.682
H -3.104 2.358 0.844
H -2.230 1.622 -4.880
C 0.467 3.663 -0.632
C 0.200 3.059 0.717
C 0.028 3.825 1.856
C -0.253 3.177 3.064
C -0.378 1.814 3.108
C -0.189 1.073 1.914
N 0.131 1.733 0.764
N -0.287 -0.238 1.734
Si -0.728 -1.489 2.816
C -2.624 -1.716 2.863
C -0.210 -1.250 4.646
C 0.096 -3.084 2.216
H 0.614 4.739 -0.561
H -0.376 3.463 -1.296
H 1.345 3.196 -1.077
H 0.090 4.902 1.807
H -0.374 3.759 3.970
H -0.626 1.295 4.020
H -3.113 -0.855 3.319
H -2.906 -2.601 3.432
H -3.017 -1.821 1.854
H -0.945 -0.673 5.207
H 0.754 -0.753 4.745
H -0.127 -2.223 5.127
H -0.008 -3.164 1.136
H -0.348 -3.967 2.676
H 1.163 -3.089 2.438
C 0.954 -3.045 -3.219
S 1.670 -2.491 -1.615
C 2.673 -1.181 -2.391
O 0.534 -1.893 -0.859
H 1.794 -3.326 -3.851
H 0.390 -2.229 -3.668
H 0.309 -3.902 -3.048
H 2.177 -0.798 -3.276
H 3.638 -1.623 -2.630
H 2.794 -0.387 -1.660
C 5.872 -6.502 4.019
C 5.230 -5.377 3.253
C 4.767 -4.241 3.897
C 4.235 -3.166 3.197
C 3.742 -1.966 3.950
C 4.180 -3.216 1.795
Se 3.650 -1.669 0.813
C 4.576 -4.393 1.133
C 4.425 -4.537 -0.352
C 5.094 -5.444 1.872
H 5.846 -6.301 5.089
H 6.915 -6.622 3.720
H 5.361 -7.447 3.832
H 4.832 -4.180 4.978
H 4.541 -1.228 4.052
H 3.397 -2.247 4.946
H 2.925 -1.493 3.408
H 4.726 -3.619 -0.853
H 3.378 -4.716 -0.598
H 5.024 -5.367 -0.727
H 5.413 -6.343 1.355
*
```

E_tot	-176441.9462	eV
expectation value of S²	2.004
relative energy (zero: lowest compared OMol25 entry of this formula, charge and spin)	0.0	kJ/mol
lowest unoccupied orbital energy (spin up / spin down)	1.62 / 1.57	eV
Kohn-Sham gap (spin up / spin down)	0.1686 / 0.1666	hartree
HOMO (spin up / spin down)	-3.0 / -3.0	eV